# 1
This record from the Open Molecules 2025 dataset describes a molecular structure, C30H42BrN2O2PS4 in a non-equilibrium geometry. The level of theory is ωB97M-V with the def2-TZVPD basis set.

Frontier orbital gap = 5.52 eV
LUMO energy = -1.4 eV
Highest occupied orbital energy = -6.92 eV

The geometry in ORCA input format:
```
! RIJCOSX wB97M-V def2-TZVPD def2/J DEFGRID3
* xyz 0 1
C -3.193 -3.085 0.924
C -4.357 -2.163 1.313
C -3.931 -0.701 1.505
C -4.164 0.134 0.250
N -4.103 1.571 0.541
C -2.840 1.936 1.212
C -1.599 1.592 0.398
C -0.339 1.974 1.172
C 0.878 1.344 0.510
C 2.033 0.983 1.411
C 2.062 1.593 2.651
C 3.072 1.335 3.588
C 4.070 0.445 3.332
S 5.326 0.153 4.551
C 4.103 -0.201 2.073
C 5.130 -1.125 1.794
C 5.168 -1.750 0.594
P 6.404 -2.956 0.117
O 7.652 -2.787 1.081
O 5.816 -4.372 0.561
S 6.755 -2.888 -1.768
N 4.229 -1.439 -0.341
C 3.229 -0.583 -0.173
C 2.370 -0.454 -1.391
C 1.222 -1.480 -1.428
C 0.473 -1.373 -2.753
C -0.588 -2.425 -2.951
C -0.301 -3.772 -2.781
C -1.301 -4.713 -2.943
C -2.590 -4.340 -3.272
C -2.863 -3.000 -3.473
C -1.874 -2.047 -3.314
C 3.090 0.085 1.086
C -4.374 2.381 -0.537
S -4.717 1.877 -2.055
S -4.397 4.136 -0.177
C -2.909 4.710 -1.063
C -2.056 5.635 -0.201
C -0.618 5.677 -0.769
H -3.038 -3.118 -0.148
H -3.442 -4.105 1.217
H -2.266 -2.824 1.432
H -4.817 -2.560 2.211
H -5.072 -2.193 0.492
H -4.478 -0.286 2.351
H -2.880 -0.680 1.797
H -5.169 -0.077 -0.099
H -3.439 -0.162 -0.509
H -2.833 2.997 1.431
H -2.749 1.440 2.174
H -1.607 2.086 -0.572
H -1.556 0.513 0.240
H -0.241 3.056 1.206
H -0.479 1.625 2.194
H 0.517 0.428 0.058
H 1.234 1.961 -0.316
H 1.310 2.319 2.953
H 3.054 1.869 4.525
H 4.546 -0.269 5.549
H 5.874 -1.344 2.541
H 8.088 -1.942 0.900
H 4.988 -4.258 1.044
H 4.326 -1.919 -1.233
H 2.028 0.555 -1.564
H 2.995 -0.704 -2.250
H 1.695 -2.462 -1.394
H 0.573 -1.420 -0.558
H 1.221 -1.515 -3.539
H 0.074 -0.372 -2.911
H 0.691 -4.113 -2.521
H -1.077 -5.761 -2.809
H -3.380 -5.067 -3.376
H -3.853 -2.660 -3.741
H -2.089 -0.999 -3.471
H -3.181 5.157 -2.014
H -2.329 3.818 -1.277
H -2.471 6.638 -0.232
H -1.987 5.250 0.811
H -0.281 6.697 -0.930
H 0.091 5.198 -0.098
H -0.563 5.171 -1.731
Br 2.004 4.126 2.898
*
```

***

# 2
This record from the Open Molecules 2025 dataset describes a molecular structure, C30H42EuN2S3Sb. The level of theory is ωB97M-V with the def2-TZVPD basis set.

Frontier orbital gap (alpha / beta) = 5.92 / 7.11 eV
LUMO energy (alpha / beta) = -3.2 / -3.1 eV
<S²> = 15.769
Highest occupied orbital energy (alpha / beta) = -9.13 / -10.25 eV
Energy above the lowest of the compared OMol25 structures with the same formula, charge and spin = 5.56 kJ/mol

The geometry in ORCA input format:
```
! RIJCOSX wB97M-V def2-TZVPD def2/J DEFGRID3
* xyz 1 8
Eu -0.612 -1.970 -0.697
C -3.335 0.685 -1.199
C -3.195 -0.800 -0.964
C -3.269 -1.308 0.352
C -3.640 -0.373 1.479
C -3.107 -2.687 0.582
C -3.155 -3.251 1.982
C -2.964 -3.572 -0.509
C -2.938 -5.062 -0.272
C -2.933 -3.070 -1.824
C -2.849 -4.021 -2.992
C -3.068 -1.683 -2.053
C -3.179 -1.173 -3.470
H -4.381 0.943 -1.383
H -2.751 1.010 -2.057
H -2.994 1.257 -0.339
H -2.779 0.188 1.849
H -4.076 -0.915 2.312
H -4.386 0.340 1.134
H -4.157 -3.623 2.211
H -2.901 -2.502 2.727
H -2.453 -4.075 2.088
H -1.912 -5.413 -0.142
H -3.381 -5.599 -1.106
H -3.499 -5.327 0.621
H -3.851 -4.372 -3.259
H -2.239 -4.888 -2.752
H -2.400 -3.548 -3.857
H -3.748 -1.872 -4.078
H -2.196 -1.064 -3.937
H -3.691 -0.217 -3.506
C 2.140 2.682 4.442
C 2.479 1.190 4.288
C 3.940 1.031 3.832
C 2.312 0.504 5.645
C 1.568 0.587 3.234
C 0.701 -0.469 3.481
C -0.086 -0.954 2.455
N -0.062 -0.483 1.206
C 0.789 0.529 0.941
C 1.585 1.081 1.931
C 0.871 0.976 -0.473
C 1.686 2.032 -0.864
C 1.804 2.394 -2.199
C 1.047 1.656 -3.108
C 0.251 0.629 -2.655
N 0.155 0.271 -1.368
C 2.700 3.522 -2.674
C 3.700 2.963 -3.699
C 1.821 4.597 -3.334
C 3.486 4.165 -1.528
H 2.761 3.118 5.226
H 1.093 2.814 4.722
H 2.323 3.237 3.521
H 4.605 1.457 4.583
H 4.127 1.540 2.886
H 4.190 -0.024 3.709
H 2.983 0.969 6.366
H 2.567 -0.556 5.589
H 1.293 0.607 6.021
H 0.627 -0.930 4.455
H -0.763 -1.776 2.642
H 2.252 1.893 1.689
H 2.238 2.579 -0.118
H 1.069 1.870 -4.167
H -0.324 0.045 -3.361
H 3.198 2.531 -4.565
H 4.325 2.191 -3.246
H 4.349 3.765 -4.051
H 1.276 4.202 -4.192
H 2.446 5.420 -3.683
H 1.097 4.994 -2.620
H 4.127 3.437 -1.027
H 2.823 4.626 -0.794
H 4.125 4.947 -1.935
S 0.322 -2.829 -3.073
Sb 1.922 -4.218 -2.047
S 1.877 -2.919 0.106
S 0.225 -3.932 0.868
*
```

***

# 3
This record from the Open Molecules 2025 dataset describes 11 unconnected molecules or ions with the total composition C30H42F8O27S3 in a non-equilibrium geometry. The level of theory is ωB97M-V with the def2-TZVPD basis set.

Frontier orbital gap = 8.58 eV
LUMO energy = 0.0 eV
Highest occupied orbital energy = -8.63 eV

The geometry in ORCA input format:
```
! RIJCOSX wB97M-V def2-TZVPD def2/J DEFGRID3
* xyz 0 1
C -2.313 -2.325 3.316
C -2.443 -2.908 4.731
O -2.518 -4.308 4.509
C -2.697 -4.562 3.178
O -2.755 -5.623 2.695
O -2.534 -3.375 2.440
F -3.560 -2.450 5.346
H -1.351 -1.947 3.045
H -3.080 -1.597 3.165
H -1.679 -2.704 5.465
C -4.545 -0.608 -0.137
C -3.930 -0.063 -1.451
O -3.168 1.027 -0.982
C -3.493 1.363 0.295
O -3.095 2.344 0.791
O -4.379 0.439 0.809
F -4.937 0.418 -2.215
H -4.041 -1.504 0.198
H -5.586 -0.839 -0.305
H -3.279 -0.816 -1.949
C 3.385 1.724 3.221
C 3.978 2.386 2.067
O 3.464 3.736 2.095
C 2.355 3.689 2.927
O 1.649 4.617 3.212
O 2.180 2.504 3.448
F 3.561 1.910 0.846
H 4.081 1.848 4.000
H 3.182 0.695 3.175
H 5.072 2.441 1.978
C -2.596 3.815 -2.724
C -1.357 2.948 -3.028
O -0.418 3.938 -3.283
C -0.918 5.168 -3.335
O -0.294 6.156 -3.437
O -2.265 5.092 -3.291
F -1.589 2.055 -4.071
H -2.767 3.838 -1.634
H -3.524 3.509 -3.211
H -1.084 2.428 -2.094
C -0.969 4.011 2.169
C -1.474 5.189 1.368
O -0.811 4.992 0.110
C -0.036 3.909 0.129
O 0.586 3.422 -0.771
O -0.037 3.301 1.329
F -1.055 6.358 1.896
H -1.796 3.384 2.457
H -0.476 4.259 3.105
H -2.559 5.300 1.307
C -0.703 0.925 6.916
C -1.409 0.528 5.630
O -0.357 -0.169 4.967
C 0.836 0.245 5.445
O 1.892 -0.005 4.926
O 0.708 0.999 6.568
F -1.852 1.586 4.896
H -0.774 0.120 7.704
H -0.958 1.892 7.345
H -2.216 -0.132 5.850
C 1.305 0.148 0.100
C 0.448 -0.279 1.282
O -0.698 -0.893 0.595
C -0.477 -0.940 -0.771
O -1.227 -1.368 -1.541
O 0.704 -0.469 -1.089
F 0.014 0.716 2.033
H 2.274 -0.250 0.122
H 1.370 1.211 -0.017
H 0.924 -1.074 1.925
C -0.492 -6.109 0.948
C 0.036 -6.530 2.319
O 0.316 -5.334 2.974
C 0.344 -4.294 2.062
O 0.713 -3.187 2.338
O -0.223 -4.660 0.874
F 1.203 -7.305 2.200
H -1.528 -6.347 0.851
H 0.035 -6.579 0.149
H -0.724 -7.030 2.923
C 2.816 -4.842 -3.576
S 1.899 -4.897 -2.077
O 2.792 -5.538 -1.067
C 1.791 -3.121 -1.794
H 2.445 -4.217 -4.394
H 2.770 -5.911 -3.845
H 3.819 -4.471 -3.374
H 1.223 -3.095 -0.865
H 1.288 -2.502 -2.532
H 2.826 -2.861 -1.531
C 4.340 4.228 -4.544
S 4.423 2.491 -3.858
O 5.833 1.994 -3.866
C 3.899 3.018 -2.153
H 4.467 4.086 -5.604
H 5.009 4.986 -4.066
H 3.362 4.579 -4.437
H 2.939 3.481 -2.142
H 4.708 3.657 -1.773
H 3.920 2.052 -1.593
C -1.729 -2.502 -6.995
S -0.073 -1.738 -7.261
O -0.267 -0.530 -8.077
C 0.021 -1.199 -5.514
H -2.095 -2.836 -7.955
H -2.370 -1.720 -6.679
H -1.725 -3.395 -6.354
H -0.949 -0.760 -5.193
H 0.773 -0.414 -5.459
H 0.279 -2.026 -4.848
*
```